(1)
DFT (wB97M-V/def2-TZVPD) results for one molecule with the formula C4H12N2S at a distorted geometry.

The SMILES is NCCNCCS. The gap between HOMO and LUMO is 10.06 eV. As for the energy relative to the best compared isomer or geometry (same formula, charge and spin): 26.1 kcal/mol.

Positions of all 19 atoms, in Å:
S1 -3.104 1.421 2.270
N1 2.413 -0.009 -1.389
N2 0.175 0.067 0.183
C1 1.625 -1.364 -1.252
C2 -1.226 0.447 0.419
C3 -1.373 0.987 1.831
C4 0.219 -1.018 -0.885
H1 2.602 0.177 -0.403
H2 -1.730 -0.508 0.336
H3 -0.429 -0.909 -1.756
H4 3.291 -0.412 -1.726
H5 0.591 0.766 -0.433
H6 -1.586 1.235 -0.267
H7 -3.190 2.536 1.532
H8 1.701 -1.949 -2.161
H9 -0.747 1.899 1.928
H10 -0.945 0.379 2.634
H11 2.086 -1.873 -0.404
H12 -0.373 -1.872 -0.458

(2)
DFT (wB97M-V/def2-TZVPD) results for a 3-piece molecular cluster, C2H10NO3 overall at a distorted geometry.

The gap between HOMO and LUMO is 7.68 eV. As for the energy relative to the best compared isomer or geometry (same formula, charge and spin): 16.9 kcal/mol. Its net charge is -1.

Positions of all 16 atoms, in Å:
O1 1.937 1.379 -1.880
O2 -1.787 2.381 -0.618
O3 0.316 0.666 -0.137
N1 0.694 -1.805 1.961
C1 -0.465 -0.398 0.096
C2 -0.023 -1.783 0.676
H1 1.333 2.088 -2.102
H2 0.702 -2.307 0.007
H3 1.676 -1.642 1.805
H4 -0.982 -2.308 0.733
H5 1.443 0.878 -1.085
H6 -1.113 -0.657 -0.808
H7 -0.834 2.131 -0.615
H8 0.363 -1.145 2.654
H9 -1.265 -0.073 0.843
H10 -1.996 2.595 -1.531

(3)
DFT (wB97M-V/def2-TZVPD) results for C8H28O10Tl as an isolated structure at a distorted geometry.

The gap between HOMO and LUMO is 3.52 eV. Its net charge is +1.

Positions of all 47 atoms, in Å:
Tl1 0.671 0.851 4.892
O1 -0.853 3.614 0.464
O2 0.654 0.869 1.962
O3 0.823 0.977 -0.158
O4 1.438 -2.922 0.695
O5 1.673 -1.088 -2.233
O6 -0.470 2.088 -2.240
O7 3.294 1.866 -0.950
O8 -0.244 -0.666 0.770
O9 -0.734 -1.467 3.383
O10 -2.806 -0.905 0.278
C1 -1.669 -2.545 3.225
C2 -1.767 1.479 -2.415
C3 1.380 -0.175 -3.247
C4 4.388 1.318 -1.604
C5 -1.990 4.380 0.493
C6 0.464 0.354 0.884
C7 2.020 -2.982 2.044
C8 -3.160 -2.191 -0.312
H1 -4.240 -2.331 -0.347
H2 -1.756 5.419 0.727
H3 1.176 -3.259 2.676
H4 2.250 -1.982 2.413
H5 1.588 0.836 -2.896
H6 -0.107 1.710 -1.435
H7 2.634 1.172 -0.883
H8 -2.270 1.775 -3.336
H9 -1.276 -3.281 2.522
H10 4.419 0.250 -1.385
H11 -2.630 -2.072 3.022
H12 2.008 -0.301 -4.129
H13 0.361 -0.260 -3.623
H14 -2.316 1.819 -1.537
H15 0.807 -2.198 0.700
H16 -2.696 3.981 1.221
H17 -1.725 0.393 -2.340
H18 -1.850 -0.853 0.350
H19 -1.621 -3.047 4.192
H20 -1.121 2.747 0.777
H21 -2.878 -2.160 -1.364
H22 -2.474 4.363 -0.483
H23 -2.594 -2.935 0.250
H24 4.255 1.240 -2.683
H25 5.321 1.844 -1.403
H26 -0.487 -1.261 2.478
H27 1.219 -0.822 -1.430
H28 2.888 -3.641 2.017

(4)
DFT (wB97M-V/def2-TZVPD) results for one molecule with the formula C19H20N2 at a distorted geometry.

The SMILES is Cc1ccc(C(c2ccc(C)cc2)n2ccnc2C)cc1. The gap between HOMO and LUMO is 9.03 eV. As for the energy relative to the best compared isomer or geometry (same formula, charge and spin): 2.9 kcal/mol.

Positions of all 41 atoms, in Å:
N1 -1.141 0.659 1.369
N2 -2.295 1.543 3.046
C1 -1.344 1.902 -1.141
C2 -1.255 2.391 2.724
C3 -1.171 2.746 -2.242
C4 1.080 -3.109 1.697
C5 1.732 -0.810 0.254
C6 -2.983 -0.766 2.359
C7 0.286 0.382 -2.053
C8 -0.511 1.834 1.706
C9 3.376 -4.070 1.348
C10 0.393 -1.042 0.623
C11 -0.211 3.249 -4.506
C12 0.445 1.224 -3.160
C13 2.370 -2.971 1.163
C14 -2.186 0.475 2.259
C15 -0.570 0.740 -0.998
C16 2.699 -1.796 0.491
C17 0.100 -2.150 1.426
C18 -0.776 -0.150 0.228
C19 -0.290 2.407 -3.270
H1 -1.643 -0.798 0.011
H2 -2.509 -1.448 3.081
H3 4.202 -3.952 0.643
H4 3.725 -1.661 0.138
H5 -1.073 3.353 3.190
H6 -3.983 -0.528 2.726
H7 2.902 -5.047 1.206
H8 -0.372 4.300 -4.260
H9 -0.913 -2.284 1.812
H10 1.132 0.950 -3.965
H11 -0.965 2.968 -5.253
H12 -1.748 3.670 -2.306
H13 2.025 0.111 -0.244
H14 3.801 -4.061 2.359
H15 0.839 -3.983 2.307
H16 0.769 3.150 -4.972
H17 -3.093 -1.278 1.397
H18 0.866 -0.543 -2.004
H19 -2.073 2.187 -0.382
H20 0.364 2.206 1.193

Among the records above, which one has the highest gap between HOMO and LUMO? C4H12N2S

The lowest gap between HOMO and LUMO belongs to which entry? C8H28O10Tl

Among the records above, which one has the lowest gap between HOMO and LUMO? C8H28O10Tl